Density functional theory data (ωB97M-V with the def2-TZVPD basis set) for a structure of composition C48H55CoN4OP2S at a distorted geometry.

Cartesian coordinates (Å):
Co -0.09263 -1.79314 -0.43559
C -3.45883 -4.61674 -1.86429
C -2.28613 -4.09434 -1.07449
O -1.78523 -2.99854 -1.30269
N -1.85683 -4.94994 -0.13399
C -0.70333 -4.71904 0.72071
C 0.57187 -4.80994 -0.07879
C 1.42287 -5.90084 0.04081
C 2.54657 -5.97624 -0.76639
C 2.74947 -4.97784 -1.70519
C 1.84997 -3.92924 -1.76039
N 0.80907 -3.81144 -0.93879
H -4.01883 -3.80134 -2.31309
H -4.11563 -5.21114 -1.23729
H -3.07243 -5.25424 -2.65739
H -2.33483 -5.83174 -0.04069
H -0.71903 -5.44594 1.53251
H -0.78173 -3.69794 1.13101
H 1.21297 -6.67694 0.76191
H 3.23687 -6.80074 -0.67909
H 3.58127 -5.01344 -2.38899
H 1.96347 -3.15124 -2.50029
C -3.43243 5.40706 2.71791
S -1.75623 5.20236 3.37181
C -1.44883 3.45946 2.92521
C -0.88343 3.32396 1.51981
C -0.49603 1.87356 1.21501
N -0.27043 1.65556 -0.22399
P 1.48837 1.61286 -0.49169
C 1.81967 3.37446 -0.10209
C 2.71647 3.61756 0.93341
C 3.03677 4.91556 1.29541
C 2.47057 5.97776 0.61151
C 1.57527 5.74296 -0.42199
C 1.24137 4.44876 -0.77439
C 1.63277 1.61986 -2.31969
C 2.38517 2.59646 -2.96989
C 2.67357 2.48896 -4.31949
C 2.22977 1.39536 -5.04359
C 1.50877 0.40186 -4.40199
C 1.23967 0.50026 -3.05109
P -1.08953 0.28836 -0.86339
C -1.57713 0.88086 -2.52639
C -2.11413 -0.06754 -3.38839
C -2.61773 0.32276 -4.61499
C -2.58083 1.65696 -4.98689
C -2.05153 2.60256 -4.12429
C -1.55083 2.21686 -2.89529
C -2.78603 0.49756 -0.21339
C -3.41503 1.73756 -0.27569
C -4.76603 1.84726 -0.01349
C -5.51263 0.71186 0.26401
C -4.89133 -0.52364 0.33111
C -3.52813 -0.62864 0.11031
H -3.70823 6.44296 2.87481
H -4.11463 4.76076 3.26011
H -3.44703 5.17796 1.65841
H -2.38793 2.91746 3.03261
H -0.73633 3.09606 3.66351
H -0.00883 3.96556 1.43221
H -1.62113 3.67496 0.79921
H -1.28693 1.20506 1.56541
H 0.40667 1.62736 1.78891
H 3.15697 2.77656 1.45541
H 3.72997 5.10096 2.10321
H 2.73627 6.99166 0.87261
H 1.14387 6.57786 -0.95439
H 0.53717 4.26816 -1.57419
H 2.75847 3.44746 -2.41939
H 3.26147 3.25706 -4.80399
H 2.44377 1.31086 -6.09789
H 1.18097 -0.46874 -4.94939
H 0.71777 -0.31354 -2.55469
H -2.13293 -1.10624 -3.07979
H -3.04033 -0.40984 -5.28649
H -2.96283 1.96126 -5.94929
H -2.03163 3.64386 -4.40789
H -1.13553 2.94356 -2.21339
H -2.84913 2.60926 -0.56399
H -5.24493 2.81476 -0.06099
H -6.57893 0.78936 0.41481
H -5.47433 -1.41004 0.53731
H -3.03073 -1.58584 0.16121
C 6.28137 -2.09864 0.76161
C 4.85067 -1.82694 0.45391
C 3.86497 -1.90824 1.42921
C 2.54767 -1.68074 1.09281
N 2.14017 -1.38734 -0.14089
C 3.08617 -1.26804 -1.07209
C 4.42857 -1.46894 -0.82249
H 6.37237 -2.78054 1.60371
H 6.78227 -1.16804 1.02671
H 6.79337 -2.51524 -0.10269
H 4.11387 -2.16264 2.44501
H 1.77557 -1.72114 1.84351
H 2.76377 -0.98514 -2.06399
H 5.13967 -1.33874 -1.62299
C -0.33273 0.17166 4.50461
C -0.37383 -1.31114 4.11931
C 0.92517 -1.99384 4.57471
C -1.57393 -1.98474 4.79201
C -0.48703 -1.43234 2.66321
C -0.51423 -1.57964 1.45731
H -0.23933 0.27646 5.58341
H -1.24503 0.67056 4.18631
H 0.51677 0.66516 4.03611
H 0.96887 -2.02944 5.66101
H 1.79327 -1.44174 4.22011
H 0.98037 -3.01294 4.19631
H -1.49673 -1.88464 5.87261
H -1.60913 -3.04384 4.54651
H -2.50303 -1.52154 4.46771

Properties
**Spin multiplicity**: 2
**Kohn-Sham gap (spin up / spin down)**: 6.815 / 7.558 eV
**LUMO energy (spin up / spin down)**: -3.1 / -2.3 eV
**ΔE to the lowest compared entry with this formula, charge and spin**: 231.66 kJ/mol
**HOMO level (spin up / spin down)**: -9.8676 / -9.8639 eV
**E_tot**: -4619.7937 a.u.
**Charge**: +1